Model 1:
Entry from the Open Molecules 2025 dataset: a molecular structure, C4H10NS (ωB97M-V/def2-TZVPD).

Last column: Mulliken charge in e.
Cartesian coordinates (Å):
C (-1.10380, -1.28874, -0.50550)  -0.502
C (-1.75184, 0.12316, 0.11150)  -0.484
C (0.25964, -0.85230, -0.73287)  -0.184
C (2.59362, 0.79178, -0.14650)  -0.950
N (-0.90334, 0.44361, 1.21551)  -0.479
S (1.17296, -0.07661, 0.51726)  0.279
H (-1.26432, -1.99535, 0.26926)  0.317
H (-1.70576, -1.65109, -1.45759)  0.304
H (-1.72954, 0.88642, -0.76622)  0.322
H (-2.74360, -0.23712, 0.55560)  0.317
H (0.71442, -0.76724, -1.68683)  0.406
H (2.05545, 1.54012, -0.66281)  0.347
H (3.30682, 0.30506, -0.78740)  0.351
H (3.01532, 1.18832, 0.70800)  0.398
H (-0.59049, 1.35334, 1.17690)  0.321
H (-1.32553, 0.23664, 2.19169)  0.239

The calculation puts the gap between HOMO and LUMO at 8.20 eV. The charge is +1.

Model 2:
Entry from the Open Molecules 2025 dataset: 2 unconnected molecules or ions with the total composition C4H10NS (ωB97M-V/def2-TZVPD).

Last column: Mulliken charge in e.
Cartesian coordinates (Å):
C (2.30617, -1.16734, -0.06344)  -0.338
C (2.45754, 0.31312, 0.23393)  -0.378
C (1.20169, -0.23754, -0.24661)  0.225
C (-0.76829, 1.56416, -0.24632)  -0.862
N (-2.95338, -0.92307, 0.15870)  -0.757
S (-0.40344, -0.19203, -0.51725)  0.215
H (2.79636, -1.59239, -0.92847)  0.261
H (2.23615, -1.86974, 0.75717)  0.267
H (2.51630, 0.65449, 1.25813)  0.257
H (3.04708, 0.91356, -0.44710)  0.264
H (0.06423, 2.17180, -0.58542)  0.386
H (-0.94764, 1.71889, 0.81267)  0.314
H (-1.66802, 1.80345, -0.80318)  0.376
H (-3.56995, -0.21122, 0.53483)  0.258
H (-2.96253, -1.70690, 0.79966)  0.253
H (-3.35225, -1.23923, -0.71732)  0.261

The calculation puts the gap between HOMO and LUMO at 8.76 eV. The charge is +1.

Relative energies, unit kJ/mol: model 1 101.2; model 2 0.0

Model 1:
Entry from the Open Molecules 2025 dataset: C5H6 in the gas phase (ωB97M-V/def2-TZVPD).

Last column: Mulliken charge in e.
Cartesian coordinates (Å):
C (2.75450, -0.06845, -0.06203)  -0.731
C (1.25172, 0.05828, -0.02723)  0.201
C (-0.13423, 0.11727, -0.18770)  0.257
C (-1.32172, -0.77982, -0.03528)  -0.384
C (-1.43067, 0.71202, 0.00384)  -0.622
H (3.24148, -0.32843, -1.06613)  0.210
H (3.45257, 0.16163, 0.78785)  0.239
H (-1.52212, -1.38212, 0.96736)  0.199
H (-1.51228, -1.25947, -0.99398)  0.216
H (-1.75948, 1.41211, -0.85317)  0.182
H (-1.53979, 1.23767, 0.90499)  0.232

The calculation puts the gap between HOMO and LUMO at 9.55 eV. The charge is 0. As for the structure (SMILES): C=C=C1CC1.

Model 2:
Entry from the Open Molecules 2025 dataset: C5H6 in the gas phase (ωB97M-V/def2-TZVPD).

Last column: Mulliken charge in e.
Cartesian coordinates (Å):
C (-2.07587, -0.40633, 0.01019)  -0.708
C (-1.00380, 0.36886, -0.12080)  0.339
C (0.04366, 1.12280, 0.07476)  -0.547
C (1.36385, 0.47348, 0.01553)  -0.053
C (1.50735, -0.84696, 0.00148)  -0.868
H (-2.80429, -0.71073, -0.71380)  0.286
H (-2.52489, -0.37272, 0.97176)  0.249
H (0.12330, 2.07621, -0.29196)  0.299
H (2.18167, 1.04508, 0.01109)  0.453
H (0.77962, -1.45939, 0.30415)  0.298
H (2.40939, -1.29031, -0.26242)  0.252

The calculation puts the gap between HOMO and LUMO at 9.41 eV. The charge is 0. As for the structure (SMILES): C=C=CC=C.

Model 3:
Entry from the Open Molecules 2025 dataset: 2 unconnected molecules or ions with the total composition C5H6 (ωB97M-V/def2-TZVPD).

Last column: Mulliken charge in e.
Cartesian coordinates (Å):
C (-3.19963, 0.01559, -0.11759)  -0.001
C (-2.06193, 0.10804, 0.19917)  -0.675
C (0.93456, 0.71996, -0.11867)  -0.608
C (0.83636, -0.76628, -0.27051)  -0.358
C (0.07146, -0.14928, 0.85819)  -0.186
H (-4.21300, 0.18855, -0.52077)  0.351
H (1.87599, 1.03556, 0.04162)  0.356
H (0.41788, 1.38524, -0.88077)  0.224
H (0.19236, -1.22199, -1.00627)  0.268
H (1.80450, -1.38891, 0.03590)  0.213
H (0.02072, -0.04406, 1.88246)  0.416

The calculation puts the gap between HOMO and LUMO at 9.88 eV. The charge is 0.

Relative energies, unit kJ/mol: model 1 141.2; model 2 0.0; model 3 317.0